1.
DFT (ωB97M-V/def2-TZVPD) results for a structure of composition C36H67Cl54N2O3 in a non-equilibrium geometry.

```
162
Properties=species:S:1:pos:R:3
C 2.09 3.88 0.54
C 1.52 2.64 1.26
O 2.22 2.00 1.95
O 0.18 2.30 1.16
C -0.20 1.97 -0.18
C -0.47 0.46 -0.43
C 0.22 -0.52 0.57
C 1.30 -1.33 -0.14
C 1.22 -2.74 -0.17
N 2.03 -3.60 -0.75
N 3.00 -2.97 -1.36
C 3.25 -1.69 -1.39
C 2.42 -0.74 -0.78
O 2.64 0.57 -0.79
H 2.19 3.59 -0.52
H 3.07 4.14 0.94
H 1.36 4.70 0.55
H 0.49 2.35 -0.95
H -1.15 2.51 -0.39
H -0.06 0.23 -1.44
H -1.55 0.23 -0.52
H -0.54 -1.26 0.87
H 0.59 -0.06 1.50
H 0.37 -3.19 0.36
H 3.66 -3.57 -1.86
H 4.14 -1.35 -1.93
H 2.69 0.90 -1.71
C 3.42 -5.62 -4.45
Cl 4.77 -4.57 -3.95
Cl 3.24 -5.62 -6.20
H 3.62 -6.63 -4.11
H 2.51 -5.25 -4.00
C 7.24 -1.59 -1.28
Cl 7.65 -2.45 0.21
Cl 6.49 -2.68 -2.47
H 6.55 -0.80 -1.05
H 8.15 -1.17 -1.71
C 1.56 7.52 0.54
Cl 0.65 6.53 -0.61
Cl 3.07 6.74 1.02
H 1.79 8.47 0.08
H 0.94 7.68 1.42
C -1.66 6.44 -3.78
Cl -1.58 4.94 -2.84
Cl -1.87 7.85 -2.73
H -0.73 6.56 -4.33
H -2.49 6.38 -4.46
C -3.83 6.83 0.84
Cl -4.94 7.96 0.05
Cl -2.15 7.14 0.41
H -3.94 6.92 1.92
H -4.08 5.82 0.54
C 9.20 1.65 0.59
Cl 10.23 0.39 -0.10
Cl 7.51 1.45 0.08
H 9.25 1.59 1.68
H 9.56 2.62 0.26
C -2.40 -4.76 -0.10
Cl -1.54 -3.85 1.15
Cl -2.58 -3.81 -1.58
H -1.84 -5.67 -0.33
H -3.38 -5.02 0.28
C -2.90 2.02 1.95
Cl -4.35 2.94 2.33
Cl -3.26 0.38 1.39
H -2.36 2.54 1.16
H -2.28 1.96 2.84
C 12.69 -2.52 -1.22
Cl 11.44 -1.58 -2.04
Cl 14.30 -1.88 -1.55
H 12.52 -2.49 -0.15
H 12.65 -3.55 -1.57
C -3.64 -8.81 -0.73
Cl -2.16 -8.22 -1.51
Cl -4.28 -7.63 0.41
H -4.38 -9.00 -1.50
H -3.41 -9.73 -0.20
C -7.68 -5.48 1.20
Cl -8.91 -4.48 0.42
Cl -6.05 -4.94 0.77
H -7.80 -5.41 2.27
H -7.80 -6.51 0.87
C 2.23 -2.43 -7.75
Cl 3.68 -1.72 -8.46
Cl 1.51 -1.35 -6.55
H 1.51 -2.62 -8.54
H 2.51 -3.36 -7.26
C 4.86 -9.64 -4.29
Cl 3.30 -8.87 -3.94
Cl 4.64 -11.30 -4.86
H 5.36 -9.07 -5.06
H 5.45 -9.66 -3.39
C -3.85 -7.46 4.31
Cl -3.99 -8.91 3.30
Cl -3.07 -6.13 3.44
H -4.84 -7.15 4.62
H -3.25 -7.70 5.18
C 15.73 0.21 1.25
Cl 16.45 0.09 2.86
Cl 13.97 0.36 1.34
H 16.13 1.08 0.75
H 15.97 -0.69 0.70
C -4.24 6.07 5.05
Cl -5.10 7.56 4.67
Cl -3.25 5.55 3.68
H -3.61 6.23 5.91
H -4.97 5.29 5.27
C -7.35 10.73 1.66
Cl -6.57 10.54 3.23
Cl -9.06 11.15 1.83
H -6.85 11.52 1.11
H -7.27 9.79 1.11
C 6.76 4.61 1.84
Cl 5.48 5.57 1.07
Cl 8.36 5.23 1.42
H 6.63 4.66 2.91
H 6.68 3.59 1.50
C -11.88 -3.11 -1.62
Cl -13.22 -4.26 -1.79
Cl -11.36 -2.48 -3.19
H -12.21 -2.28 -1.00
H -11.05 -3.61 -1.15
C -3.80 -13.09 0.26
Cl -3.54 -14.54 1.24
Cl -4.19 -11.69 1.27
H -2.89 -12.88 -0.29
H -4.62 -13.27 -0.43
C -4.71 -16.46 4.40
Cl -5.80 -15.39 5.27
Cl -5.46 -18.03 4.06
H -4.44 -16.00 3.45
H -3.82 -16.62 5.00
C -3.15 9.29 -5.93
Cl -2.41 7.83 -6.59
Cl -4.86 9.40 -6.36
H -3.07 9.27 -4.84
H -2.63 10.16 -6.32
C 11.28 3.99 3.88
Cl 10.01 2.78 3.66
Cl 11.78 4.68 2.33
H 10.91 4.79 4.52
H 12.14 3.51 4.35
C 14.42 -4.82 -4.47
Cl 15.13 -4.94 -2.86
Cl 12.66 -4.66 -4.39
H 14.82 -3.95 -4.97
H 14.66 -5.72 -5.04
C -11.52 10.16 4.35
Cl -11.40 8.66 5.27
Cl -11.80 11.55 5.40
H -10.59 10.31 3.81
H -12.34 10.08 3.65
C -12.52 14.94 3.29
Cl -11.71 13.52 2.61
Cl -14.23 14.98 2.84
H -12.45 14.90 4.37
H -12.03 15.83 2.91
C -11.03 -0.62 1.81
Cl -10.08 -1.95 1.15
Cl -12.73 -0.74 1.35
H -10.96 -0.64 2.89
H -10.64 0.32 1.43
```

Output
Largest force on an atom = 2.7 eV Å⁻¹
Highest occupied orbital energy = -11.36 eV
HOMO-LUMO gap = 7.6 eV
Net charge = +1
Total energy = -26597.11072 hartree

***

2.
DFT (ωB97M-V/def2-TZVPD) results for a cluster of 10 separate species, C36H67F6N5O13 in total in a non-equilibrium geometry.

```
127
Properties=species:S:1:pos:R:3
C -6.61 6.19 -3.80
C -6.52 6.89 -2.40
O -6.86 8.26 -2.60
C -7.00 9.11 -1.54
O -7.13 8.68 -0.40
C -7.33 10.58 -1.96
F -8.62 10.86 -1.58
F -6.54 11.48 -1.34
F -7.23 10.77 -3.26
H -6.26 5.19 -3.56
H -5.88 6.73 -4.39
H -7.64 6.28 -4.14
H -5.48 6.79 -2.06
H -7.00 6.39 -1.55
C -9.11 8.95 4.18
C -8.55 8.73 2.83
O -8.04 9.98 2.41
C -8.90 10.96 1.90
O -10.07 10.86 1.71
C -8.08 12.21 1.52
F -8.60 13.14 2.32
F -6.78 12.08 1.82
F -8.32 12.61 0.30
H -10.10 9.41 4.18
H -8.59 9.74 4.72
H -9.24 7.95 4.60
H -9.39 8.27 2.30
H -7.75 8.00 2.70
C -7.08 -2.00 2.64
O -8.44 -2.14 2.20
C -9.14 -3.03 3.10
C -10.63 -2.79 3.02
O -11.00 -1.49 3.49
C -12.22 -1.02 2.91
C -12.47 0.48 3.14
O -11.72 1.23 2.23
C -11.58 2.61 2.58
H -6.87 -1.50 3.58
H -6.63 -1.48 1.79
H -6.53 -2.93 2.75
H -8.80 -2.95 4.14
H -8.90 -4.09 2.92
H -11.23 -3.58 3.46
H -10.85 -2.82 1.95
H -12.99 -1.52 3.50
H -12.40 -1.20 1.85
H -12.27 0.74 4.18
H -13.54 0.60 2.95
H -12.50 2.98 3.02
H -11.22 3.12 1.69
H -10.80 2.80 3.31
C -9.51 9.02 8.07
O -8.42 8.83 8.92
C -8.76 8.02 10.05
C -8.86 6.49 9.76
O -7.56 5.97 9.53
C -7.02 6.16 8.25
C -6.02 5.18 7.77
O -5.12 5.84 6.87
C -5.54 5.69 5.52
H -10.23 9.72 8.52
H -10.02 8.09 7.85
H -9.11 9.51 7.18
H -9.68 8.38 10.51
H -7.93 8.13 10.75
H -9.62 6.30 9.00
H -9.08 5.99 10.70
H -6.71 7.21 8.20
H -7.87 6.18 7.56
H -6.42 4.27 7.32
H -5.46 4.97 8.68
H -5.68 4.65 5.21
H -4.86 6.23 4.87
H -6.53 6.13 5.37
C -7.26 0.35 0.00
O -6.19 -0.28 -0.70
C -4.96 0.48 -0.89
C -4.41 0.85 0.50
O -4.77 2.14 0.87
C -3.71 2.90 1.52
C -4.08 4.30 1.99
O -4.70 4.88 0.83
C -4.90 6.24 1.17
H -7.07 0.48 1.06
H -8.01 -0.45 0.03
H -7.76 1.21 -0.44
H -5.04 1.37 -1.52
H -4.16 -0.18 -1.22
H -3.33 0.89 0.36
H -4.67 0.08 1.22
H -2.95 3.00 0.75
H -3.26 2.36 2.35
H -3.27 4.84 2.48
H -4.87 4.33 2.74
H -5.58 6.66 0.42
H -3.96 6.74 0.94
H -5.36 6.51 2.13
C -11.52 6.02 5.72
C -10.91 5.99 4.35
N -10.46 5.92 3.28
H -12.00 6.97 5.94
H -10.69 5.91 6.42
H -12.18 5.17 5.92
C -9.02 0.98 4.96
C -9.76 1.95 5.74
N -10.38 2.77 6.30
H -8.10 0.81 5.51
H -8.83 1.48 4.01
H -9.67 0.11 4.83
C -9.43 2.03 -3.69
C -8.37 2.63 -2.87
N -7.52 3.14 -2.27
H -10.29 2.70 -3.63
H -9.64 1.12 -3.12
H -9.11 1.73 -4.68
C -8.13 4.44 1.02
C -7.71 3.78 2.28
N -7.28 3.28 3.27
H -8.29 5.45 1.40
H -9.05 3.92 0.75
H -7.37 4.56 0.25
C -10.07 6.90 -0.99
C -11.24 6.17 -0.58
N -12.21 5.60 -0.32
H -10.12 7.95 -0.70
H -9.89 6.91 -2.06
H -9.18 6.47 -0.52
```

Output
Largest force on an atom = 3.9 eV Å⁻¹
Highest occupied orbital energy = -9.16 eV
SMILES = CCOC(=O)C(F)(F)F.CCOC(=O)C(F)(F)F.COCCOCCOC.COCCOCCOC.COCCOCCOC.CC#N.CC#N.CC#N.CC#N.CC#N
HOMO-LUMO gap = 9.4 eV
Total energy = -3262.69455 hartree
Energy above the lowest of the compared OMol25 structures with the same formula, charge and spin = 1.151 eV